[1]
C2H2S3 | ωB97M-V with the def2-TZVPD basis set

Geometry as XYZ:
```
7
Properties=species:S:1:pos:R:3:forces:R:3
C 1.0923 -1.6732 0.6367 -0.602 5.268 0.274
C 0.1880 -0.1616 -0.8132 1.994 -1.188 2.746
S 1.6394 -0.9252 1.9353 -0.493 -1.319 -1.091
S -0.1087 -0.3674 -2.3337 -0.469 -0.346 -0.587
S 0.4221 1.2581 0.1897 1.070 -1.670 0.912
H 1.2229 -2.6001 0.2174 0.152 -2.276 -0.856
H -0.4826 1.8690 -0.4426 -1.651 1.531 -1.397
```
Positions in Å, forces in eV/Å.

## Properties
* spin multiplicity: 1
* gap between HOMO and LUMO: 6.91 eV
* LUMO level: -0.833 eV
* energy relative to the best compared isomer or geometry (same formula, charge and spin): 3.161 eV

[2]
C10H25CdGaNO | ωB97M-V with the def2-TZVPD basis set

Geometry as XYZ:
```
39
Properties=species:S:1:pos:R:3:forces:R:3
C 0.8859 -3.6964 0.9839 0.152 -0.137 0.030
C -0.2503 -2.7469 0.5934 -0.063 0.048 0.002
C -0.1223 -2.2558 -0.8475 0.181 -0.238 0.126
C -1.1608 -1.2190 -1.2749 -0.397 0.161 -0.314
O -2.0697 -0.8650 -0.2460 0.293 -0.365 -0.165
Ga -2.4620 0.7802 0.2523 -0.522 -0.457 0.840
C -3.0811 1.8167 -1.4964 0.695 0.722 -0.895
C -0.7602 2.0138 0.3506 0.121 0.583 -0.823
C -0.1563 1.4565 1.6137 -0.160 -0.209 0.063
C 1.2848 0.9355 1.4499 0.131 0.022 0.081
C 2.2140 1.7473 0.5265 -0.109 0.173 0.309
C 2.5916 1.0278 -0.7644 -0.038 0.067 -0.184
N 3.3557 -0.1980 -0.6323 -0.007 -0.044 -0.031
H 1.2722 -3.4960 1.9857 -0.098 0.010 -0.046
H 0.5596 -4.7359 0.9766 0.014 -0.004 -0.058
H 1.7314 -3.6249 0.2941 -0.035 0.051 0.029
H -1.2156 -3.2438 0.7077 0.029 0.060 0.080
H -0.2782 -1.8942 1.2750 0.013 0.057 -0.002
H 0.8724 -1.8327 -1.0085 0.087 -0.034 0.072
H -0.1894 -3.1253 -1.5071 0.050 0.067 -0.010
H -1.7653 -1.6208 -2.0923 0.035 -0.011 -0.079
H -0.6490 -0.3275 -1.6686 -0.047 -0.007 0.019
H -3.4728 0.8522 1.4196 -0.064 0.095 0.059
H -3.3709 2.7602 -1.0598 0.292 -0.102 0.949
H -3.8593 1.1332 -1.8505 0.056 -0.295 0.477
H -2.2924 1.9808 -2.2292 -0.156 -0.065 -0.113
H -0.1915 1.8852 -0.5649 0.020 -0.147 0.016
H -1.1659 3.0223 0.3916 -0.043 -0.061 0.115
H -0.2383 2.2299 2.3830 0.051 0.011 -0.040
H -0.7454 0.6146 2.0228 0.072 0.131 0.105
H 1.6989 0.8993 2.4609 -0.048 -0.070 -0.050
H 1.2423 -0.1017 1.1161 -0.028 -0.094 -0.084
H 1.7362 2.6994 0.2707 0.077 0.036 0.003
H 3.1273 2.0095 1.0666 -0.025 -0.046 -0.034
H 3.1712 1.7127 -1.3894 -0.067 -0.073 0.000
H 1.6806 0.7977 -1.3300 -0.048 -0.010 -0.021
H 2.9980 -0.8133 0.0851 -0.070 -0.055 0.034
H 4.3224 -0.0096 -0.4169 0.147 0.028 0.053
Cd -5.2474 3.4322 -1.8469 -0.491 0.201 -0.513
```
Positions in Å, forces in eV/Å.

## Properties
* spin multiplicity: 1
* gap between HOMO and LUMO: 4.27 eV
* LUMO level: -7.470 eV
* charge: +1

[3]
H4N2O2S | ωB97M-V with the def2-TZVPD basis set

Geometry as XYZ:
```
9
Properties=species:S:1:pos:R:3:forces:R:3
N 1.8471 -0.0629 -0.3572 -4.426 -0.649 1.427
S -0.0789 -0.0575 -0.0200 3.849 0.029 -0.044
N -0.8093 -1.1855 0.6742 0.251 1.148 -0.397
O -0.9275 0.4360 -1.2730 0.827 0.064 0.023
O -0.3495 1.2669 0.8722 -0.498 -0.198 -0.835
H 1.8752 0.3980 -1.2629 -0.343 0.322 -0.460
H -0.2767 -2.0192 0.8010 0.477 -0.578 -0.108
H -1.8517 0.4661 -1.0112 -0.604 -0.057 0.087
H 0.3251 1.3202 1.5508 0.467 -0.081 0.306
```
Positions in Å, forces in eV/Å.

## Properties
* spin multiplicity: 1
* gap between HOMO and LUMO: 9.35 eV
* LUMO level: 0.336 eV
* energy relative to the best compared isomer or geometry (same formula, charge and spin): 4.338 eV
* SMILES: N=S(=N)(O)O

[4]
C2H4N3O | ωB97M-V with the def2-TZVPD basis set

Geometry as XYZ:
```
10
Properties=species:S:1:pos:R:3:forces:R:3
C 1.0800 -0.1683 -2.0823 -2.858 0.197 0.662
N 1.9408 -0.9802 -2.3276 0.495 0.385 -0.726
O 2.3546 -1.7464 -1.2796 0.577 -0.341 -0.382
N 1.6763 -1.5410 -0.1896 -2.366 0.193 3.103
N 0.7139 -0.7823 -0.2247 3.485 -0.781 -5.770
C -0.1097 -0.1819 0.7455 0.772 0.952 1.856
H 0.3646 0.4401 -2.7307 1.149 -0.662 1.348
H -0.3959 -0.8790 1.5797 0.174 0.780 -0.942
H 0.5983 0.6237 1.0643 -0.913 -0.360 0.652
H -0.8942 0.3352 0.2105 -0.514 -0.363 0.201
```
Positions in Å, forces in eV/Å.

## Properties
* spin multiplicity: 1
* gap between HOMO and LUMO: 11.65 eV
* LUMO level: -5.740 eV
* energy relative to the best compared isomer or geometry (same formula, charge and spin): 5.739 eV
* charge: +1
* SMILES: C#[N+]O/N=N/C

[5]
C2H5BO3 | ωB97M-V with the def2-TZVPD basis set

Geometry as XYZ:
```
11
Properties=species:S:1:pos:R:3:forces:R:3
O -2.5847 0.6166 -0.3190 -1.085 0.399 -0.923
C -1.5183 0.3471 0.1287 -0.934 1.908 2.534
C -0.7287 -0.7799 -0.1911 -0.616 -2.934 0.441
O 0.6060 -0.5953 -0.1286 1.310 -3.178 0.031
B 1.2504 0.4992 0.0843 1.491 3.222 -0.186
O 2.5799 0.6092 -0.2067 -0.535 0.375 0.737
H -1.1343 0.8399 1.0539 -0.305 0.346 -0.265
H -1.0816 -1.5199 0.6130 0.549 0.501 -1.056
H -0.9131 -1.1682 -1.1539 -0.830 -0.674 -1.079
H 0.6431 1.4353 0.3996 0.065 0.990 0.222
H 2.8812 -0.2840 -0.2801 0.892 -0.955 -0.456
```
Positions in Å, forces in eV/Å.

## Properties
* spin multiplicity: 1
* gap between HOMO and LUMO: 10.58 eV
* LUMO level: 0.524 eV
* energy relative to the best compared isomer or geometry (same formula, charge and spin): 2.756 eV
* SMILES: O=CCOBO

[6]
C4H8NS | ωB97M-V with the def2-TZVPD basis set

Geometry as XYZ:
```
14
Properties=species:S:1:pos:R:3:forces:R:3
N -0.3334 -2.3013 0.2531 0.591 -2.899 3.170
C 0.0412 -1.0316 0.9024 -1.124 2.672 -4.645
C -0.0098 0.0599 0.0674 -1.335 -0.739 1.418
C -0.0096 1.4862 0.4709 0.857 -2.073 -2.586
C 0.1578 2.4973 -0.4039 1.736 1.633 1.696
S 0.2141 2.2866 -2.0965 0.525 1.428 -1.273
H 0.2616 -3.0493 0.7110 0.566 0.795 -1.548
H -0.2620 -2.2809 -0.7700 -0.166 -0.293 0.363
H -1.1816 -2.8157 0.6450 -0.093 1.790 -1.241
H 0.3418 -1.0213 1.8728 0.456 -0.420 2.688
H -0.2611 -0.2047 -0.9524 0.009 0.319 -0.320
H 0.1792 1.5549 1.4725 0.126 1.017 2.506
H 0.5544 3.5093 0.0133 -1.306 -1.785 -0.797
H 0.8148 3.5196 -2.4530 -0.842 -1.444 0.569
```
Positions in Å, forces in eV/Å.

## Properties
* spin multiplicity: 1
* gap between HOMO and LUMO: 8.18 eV
* LUMO level: -3.837 eV
* energy relative to the best compared isomer or geometry (same formula, charge and spin): 1.503 eV
* charge: +1
* SMILES: [NH3+]/C=C/C=C\S